8 unconnected molecules or ions with the total composition C34H82N6O10 at a distorted geometry, computed with the ωB97M-V functional and the def2-TZVPD basis.

## Properties
- gap between HOMO and LUMO (eV) = 8.247
- net charge = +4
- energy (eV) = -65966.1260

Last columns: bonded neighbours and bond lengths (Å).
Geometry (Å):
1 C -1.843 -20.318 14.473  C2 1.505, H8 1.090, H9 1.090, H10 1.090
2 C -0.496 -20.244 15.140  C1 1.505, O3 1.232, N4 1.551
3 O -0.035 -21.261 15.664  C2 1.232
4 N 0.195 -18.876 15.384  C2 1.551, H5 1.010, H6 1.010, C7 1.595
5 H 0.965 -18.820 14.734  N4 1.010
6 H -0.297 -18.031 15.129  N4 1.010
7 C 0.686 -18.797 16.900  N4 1.595, H11 1.090, H12 1.090, H13 1.090
8 H -2.063 -19.424 13.890  C1 1.090
9 H -2.637 -20.405 15.214  C1 1.090
10 H -1.968 -21.249 13.920  C1 1.090
11 H 0.959 -17.754 17.061  C7 1.090
12 H 1.555 -19.426 17.092  C7 1.090
13 H -0.149 -19.064 17.548  C7 1.090
14 C 4.181 -20.997 7.521  C15 1.561, H21 1.090, H22 1.090, H23 1.090
15 C 3.159 -19.818 7.479  C14 1.561, O16 1.231, N17 1.526
16 O 3.289 -18.855 6.723  C15 1.231
17 N 1.825 -20.041 8.185  C15 1.526, H18 1.010, H19 1.010, C20 1.525
18 H 1.813 -21.015 8.452  N17 1.010
19 H 1.811 -19.615 9.101  N17 1.010
20 C 0.673 -19.532 7.325  N17 1.525, H24 1.090, H25 1.090, H26 1.090
21 H 3.799 -21.910 7.064  C14 1.090
22 H 4.492 -21.272 8.529  C14 1.090
23 H 5.006 -20.733 6.860  C14 1.090
24 H 0.704 -18.452 7.180  C20 1.090
25 H -0.256 -19.719 7.864  C20 1.090
26 H 0.693 -20.029 6.355  C20 1.090
27 C 4.615 -19.486 15.552  C28 1.529, H37 1.090, H38 1.090, H39 1.090
28 C 5.241 -18.659 14.428  C27 1.529, C29 1.499, H40 1.090, H41 1.090
29 C 5.617 -19.486 13.236  C28 1.499, N30 1.562, H42 1.090, H43 1.090
30 N 6.219 -18.706 12.024  C29 1.562, C31 1.536, C35 1.562, C36 1.580
31 C 5.276 -17.597 11.535  N30 1.536, C32 1.501, H44 1.090, H45 1.090
32 C 5.804 -17.088 10.225  C31 1.501, C33 1.448, H46 1.090, H47 1.090
33 C 5.844 -18.099 9.190  C32 1.448, C34 1.517, H48 1.090, H49 1.090
34 C 6.866 -19.147 9.590  C33 1.517, C35 1.568, H50 1.090, H51 1.090
35 C 6.439 -19.813 10.944  N30 1.562, C34 1.568, H52 1.090, H53 1.090
36 C 7.609 -18.097 12.464  N30 1.580, H54 1.090, H55 1.090, H56 1.090
37 H 4.873 -20.545 15.541  C27 1.090
38 H 3.531 -19.519 15.443  C27 1.090
39 H 4.836 -19.134 16.560  C27 1.090
40 H 6.195 -18.331 14.841  C28 1.090
41 H 4.732 -17.716 14.230  C28 1.090
42 H 4.790 -20.051 12.806  C29 1.090
43 H 6.381 -20.136 13.662  C29 1.090
44 H 4.308 -18.076 11.387  C31 1.090
45 H 5.203 -16.834 12.309  C31 1.090
46 H 5.212 -16.226 9.920  C32 1.090
47 H 6.789 -16.620 10.230  C32 1.090
48 H 4.833 -18.477 9.038  C33 1.090
49 H 6.258 -17.711 8.259  C33 1.090
50 H 6.825 -19.849 8.758  C34 1.090
51 H 7.887 -18.782 9.702  C34 1.090
52 H 5.479 -20.291 10.750  C35 1.090
53 H 7.036 -20.626 11.358  C35 1.090
54 H 8.242 -18.763 13.050  C36 1.090
55 H 7.391 -17.183 13.017  C36 1.090
56 H 8.025 -17.753 11.517  C36 1.090
57 C 2.939 -23.692 18.496  C58 1.556, H67 1.090, H68 1.090, H69 1.090
58 C 3.420 -23.903 17.032  C57 1.556, C59 1.556, H70 1.090, H71 1.090
59 C 2.232 -24.030 16.035  C58 1.556, N60 1.592, H72 1.090, H73 1.090
60 N 2.742 -24.325 14.555  C59 1.592, C61 1.537, C65 1.542, C66 1.576
61 C 3.269 -25.752 14.338  N60 1.537, C62 1.527, H74 1.090, H75 1.090
62 C 4.197 -25.719 13.127  C61 1.527, C63 1.483, H76 1.090, H77 1.090
63 C 5.452 -24.946 13.295  C62 1.483, C64 1.555, H78 1.090, H79 1.090
64 C 5.140 -23.639 14.078  C63 1.555, C65 1.550, H80 1.090, H81 1.090
65 C 3.659 -23.180 14.082  N60 1.542, C64 1.550, H82 1.090, H83 1.090
66 C 1.436 -24.164 13.689  N60 1.576, H84 1.090, H85 1.090, H86 1.090
67 H 2.278 -22.829 18.424  C57 1.090
68 H 3.745 -23.408 19.173  C57 1.090
69 H 2.363 -24.526 18.898  C57 1.090
70 H 4.022 -24.810 16.975  C58 1.090
71 H 4.034 -23.050 16.744  C58 1.090
72 H 1.570 -23.167 15.970  C59 1.090
73 H 1.550 -24.878 16.094  C59 1.090
74 H 3.833 -26.099 15.204  C61 1.090
75 H 2.439 -26.436 14.158  C61 1.090
76 H 4.508 -26.760 13.044  C62 1.090
77 H 3.667 -25.455 12.212  C62 1.090
78 H 6.190 -25.518 13.857  C63 1.090
79 H 5.871 -24.706 12.317  C63 1.090
80 H 5.429 -23.806 15.115  C64 1.090
81 H 5.615 -22.732 13.704  C64 1.090
82 H 3.493 -22.364 14.785  C65 1.090
83 H 3.468 -22.904 13.044  C65 1.090
84 H 1.613 -24.087 12.616  C66 1.090
85 H 1.055 -23.163 13.890  C66 1.090
86 H 0.656 -24.865 13.987  C66 1.090
87 C -1.303 -20.555 10.476  C88 1.483, H96 1.090, H97 1.090, H98 1.090
88 C -2.067 -21.210 9.387  C87 1.483, C89 1.478, N92 1.503, H99 1.090
89 C -2.649 -22.500 9.810  C88 1.478, O90 1.409, H100 1.090, H101 1.090
90 O -3.718 -22.986 9.032  C89 1.409, C91 1.451
91 C -3.379 -23.823 7.897  O90 1.451, H102 1.090, H103 1.090, H104 1.090
92 N -3.137 -20.306 8.840  C88 1.503, H93 1.010, H94 1.010, H95 1.010
93 H -3.926 -20.342 9.470  N92 1.010
94 H -2.874 -19.332 8.800  N92 1.010
95 H -3.272 -20.579 7.877  N92 1.010
96 H -1.004 -19.523 10.296  C87 1.090
97 H -0.280 -20.883 10.664  C87 1.090
98 H -1.807 -20.397 11.429  C87 1.090
99 H -1.360 -21.354 8.570  C88 1.090
100 H -3.019 -22.320 10.819  C89 1.090
101 H -1.951 -23.323 9.969  C89 1.090
102 H -2.730 -24.661 8.150  C91 1.090
103 H -2.848 -23.232 7.150  C91 1.090
104 H -4.274 -24.242 7.438  C91 1.090
105 C 2.428 -15.537 9.502  C106 1.559, H114 1.090, H115 1.090, H116 1.090
106 C 1.774 -15.253 10.888  C105 1.559, C107 1.524, N110 1.561, H117 1.090
107 C 0.942 -13.976 10.872  C106 1.524, O108 1.394, H118 1.090, H119 1.090
108 O 0.505 -13.608 12.144  C107 1.394, C109 1.467
109 C -0.307 -12.386 12.179  O108 1.467, H120 1.090, H121 1.090, H122 1.090
110 N 0.962 -16.507 11.341  C106 1.561, H111 1.010, H112 1.010, H113 1.010
111 H 0.503 -16.403 12.234  N110 1.010
112 H 0.239 -16.722 10.669  N110 1.010
113 H 1.578 -17.307 11.325  N110 1.010
114 H 3.005 -16.454 9.384  C105 1.090
115 H 3.146 -14.741 9.304  C105 1.090
116 H 1.566 -15.585 8.837  C105 1.090
117 H 2.542 -15.252 11.661  C106 1.090
118 H -0.002 -14.033 10.329  C107 1.090
119 H 1.550 -13.148 10.506  C107 1.090
120 H -0.594 -12.214 13.216  C109 1.090
121 H -1.221 -12.545 11.607  C109 1.090
122 H 0.231 -11.502 11.837  C109 1.090
123 O 2.262 -20.882 12.520  C124 1.289, H127 0.960
124 C 2.049 -19.660 12.170  O123 1.289, O125 1.276, O126 1.224
125 O 2.310 -19.224 11.000  C124 1.276
126 O 1.740 -18.853 13.036  C124 1.224
127 H 2.525 -21.112 11.626  O123 0.960
128 O 1.828 -24.549 9.859  C129 1.346, H132 0.960
129 C 2.071 -23.230 9.752  O128 1.346, O130 1.252, O131 1.238
130 O 3.075 -22.674 10.255  C129 1.252
131 O 1.337 -22.738 8.885  C129 1.238
132 H 1.054 -24.369 9.320  O128 0.960

Here are the Löwdin charges for atoms 1 to 5, given in e: C 0.02; C -0.32; O 0.12; N 0.12; H 0.09